(1)
Entry from the Open Molecules 2025 dataset: a cluster of 13 separate species, C14H54N16O13 in total (ωB97M-V with the def2-TZVPD basis set).

Structure (XYZ):
```
97
Properties=species:S:1:pos:R:3
O 5.767 17.475 27.658
H 5.542 17.055 26.822
H 4.977 17.960 27.914
O 5.303 16.441 32.281
H 4.787 17.191 32.650
H 6.216 16.650 32.495
O 2.738 20.664 31.032
H 3.560 21.035 30.687
H 3.008 20.206 31.838
C 9.767 20.701 33.636
O 9.034 21.039 34.537
N 9.424 20.726 32.300
N 10.949 19.969 33.834
H 10.181 20.434 31.705
H 8.686 21.305 31.948
H 11.310 20.137 34.762
H 11.626 20.193 33.115
C 6.632 26.489 30.352
O 5.803 27.374 30.282
N 7.958 26.781 30.635
N 6.391 25.155 30.166
H 8.136 27.711 30.967
H 8.668 26.084 30.754
H 5.429 24.901 29.964
H 7.208 24.581 30.103
C 9.914 23.276 28.051
O 10.310 22.138 28.240
N 10.743 24.366 27.930
N 8.588 23.563 28.052
H 11.738 24.304 28.017
H 10.308 25.210 27.602
H 8.313 24.520 28.205
H 7.932 22.847 28.316
C 3.443 18.800 34.118
O 4.343 18.746 33.283
N 2.186 18.380 33.801
N 3.554 19.276 35.380
H 1.892 18.111 32.877
H 1.446 18.437 34.480
H 2.742 19.432 35.945
H 4.485 19.429 35.724
C 1.961 16.346 30.989
O 0.878 16.810 30.666
N 2.083 15.278 31.839
N 3.155 16.839 30.576
H 2.947 14.815 32.051
H 1.218 14.978 32.248
H 4.027 16.445 30.911
H 3.081 17.448 29.784
C 3.150 22.996 33.677
O 4.167 23.446 34.175
N 2.309 22.167 34.374
N 2.671 23.367 32.460
H 2.621 21.782 35.245
H 1.644 21.580 33.898
H 2.075 22.766 31.917
H 3.179 24.030 31.900
C 9.009 18.036 27.873
O 10.141 17.640 27.653
N 8.514 19.236 27.507
N 8.129 17.298 28.648
H 9.092 19.966 27.130
H 7.624 19.517 27.877
H 8.550 16.436 28.949
H 7.141 17.295 28.446
C 6.823 21.761 25.657
O 6.742 21.541 26.857
N 7.905 22.321 25.038
N 5.875 21.302 24.782
H 7.880 22.356 24.038
H 8.680 22.441 25.666
H 5.065 20.840 25.149
H 6.016 21.305 23.789
C 5.993 21.807 31.520
C 6.247 21.038 30.233
C 6.303 19.557 30.569
O 5.191 21.323 29.301
H 6.060 22.894 31.482
H 6.596 21.402 32.331
H 4.954 21.631 31.800
H 7.245 21.328 29.879
H 5.488 19.066 31.102
H 7.265 19.340 31.039
H 6.354 18.955 29.649
H 5.444 21.113 28.392
C 2.342 25.374 29.085
C 3.004 24.099 28.621
C 3.827 24.375 27.362
O 3.876 23.719 29.687
H 1.972 25.250 30.106
H 1.423 25.658 28.561
H 2.995 26.244 29.014
H 2.308 23.280 28.423
H 3.151 24.810 26.620
H 4.355 23.524 26.928
H 4.590 25.132 27.562
H 4.327 22.881 29.463
```

Net charge   0
LUMO energy   -0.13 eV
Spin multiplicity   1
Relative energy (zero: lowest compared OMol25 entry of this formula, charge and spin)   0.0 kcal per mole
Orbital gap   0.3261 hartree
HOMO   -9.01 eV

---

(2)
Entry from the Open Molecules 2025 dataset: a cluster of 2 separate species, CNO3S2 in total (ωB97M-V with the def2-TZVPD basis set).

Structure (XYZ):
```
7
Properties=species:S:1:pos:R:3
C -1.279 0.321 0.456
N -1.761 1.117 1.141
O 1.868 0.649 -1.718
O 2.287 -1.403 -0.615
O -0.959 -0.585 -0.301
S 1.847 0.954 1.189
S 1.701 -0.088 -0.497
```

Net charge   -1
LUMO energy (alpha / beta)   1.59 / 1.59 eV
Spin multiplicity   1
Relative energy (zero: lowest compared OMol25 entry of this formula, charge and spin)   33.5 kcal per mole
Orbital gap (alpha / beta)   0.2440 / 0.2441 hartree
HOMO (alpha / beta)   -5.05 / -5.05 eV